1.
DFT (ωB97M-V/def2-TZVPD) results for C20H35ClCrN2OSe2Si3 as an isolated structure.

Atoms and positions in Å:
1 Cr 0.505 0.032 -1.018
2 Se 2.479 0.169 -3.874
3 Se 0.966 2.662 -3.452
4 C -0.508 1.525 -3.595
5 C -1.545 1.837 -4.478
6 C -2.498 0.885 -4.758
7 C -2.378 -0.368 -4.159
8 C -1.368 -0.574 -3.247
9 N -0.470 0.363 -2.923
10 C 3.203 0.569 -2.209
11 C 4.583 0.791 -2.121
12 C 5.148 1.200 -0.937
13 C 4.300 1.381 0.160
14 C 2.959 1.118 0.006
15 N 2.393 0.700 -1.134
16 H -1.543 2.809 -4.950
17 H -3.292 1.090 -5.461
18 H -3.060 -1.167 -4.396
19 H -1.235 -1.535 -2.769
20 H 5.170 0.647 -3.016
21 H 6.207 1.400 -0.863
22 H 4.682 1.710 1.116
23 H 2.278 1.237 0.833
24 C 0.007 3.267 -0.045
25 O -0.054 1.870 0.130
26 Si -0.357 1.163 1.657
27 C 0.934 1.760 2.951
28 C -1.948 1.973 2.344
29 C -0.301 -0.572 0.927
30 Si 0.650 -1.887 1.924
31 C 0.460 -3.686 1.325
32 C 2.531 -1.529 1.939
33 C 0.036 -1.853 3.736
34 Si -2.049 -1.161 0.416
35 C -3.141 -1.467 1.960
36 C -2.173 -2.792 -0.590
37 C -2.980 0.191 -0.600
38 H -0.932 3.723 0.274
39 H 0.174 3.491 -1.098
40 H 0.835 3.683 0.533
41 H 0.839 2.830 3.120
42 H 1.973 1.566 2.711
43 H 0.740 1.268 3.897
44 H -1.782 3.015 2.609
45 H -2.264 1.463 3.248
46 H -2.772 1.937 1.641
47 H 0.714 -3.785 0.277
48 H -0.547 -4.059 1.464
49 H 1.129 -4.332 1.885
50 H 2.928 -1.487 0.929
51 H 3.050 -2.328 2.458
52 H 2.783 -0.602 2.442
53 H -1.000 -2.160 3.807
54 H 0.111 -0.867 4.179
55 H 0.618 -2.537 4.344
56 H -2.748 -2.265 2.578
57 H -4.142 -1.754 1.659
58 H -3.225 -0.582 2.578
59 H -2.458 -3.607 0.067
60 H -1.246 -3.082 -1.072
61 H -2.942 -2.726 -1.356
62 H -3.651 0.758 0.036
63 H -3.585 -0.240 -1.392
64 H -2.297 0.901 -1.060
65 Cl 1.104 -1.980 -1.588

## Properties
**HOMO-LUMO gap (spin up / spin down)**: 5.82 / 6.27 eV
**⟨S²⟩**: 6.069
**Calculated total energy**: -221609.4444 eV
**Lowest unoccupied orbital energy (spin up / spin down)**: -0.89 / -1.15 eV
**E_HOMO (spin up / spin down)**: -6.703 / -7.417 eV
**2S+1**: 5

---

2.
DFT (ωB97M-V/def2-TZVPD) results for C20H35ClMgN5O4 as an isolated structure.

Atoms and positions in Å:
1 Mg -4.269 2.838 -0.301
2 Cl -1.347 0.965 -1.146
3 O -0.583 2.039 -1.716
4 O -0.543 0.282 -0.202
5 O -2.474 1.585 -0.434
6 O -1.919 0.050 -2.066
7 C 3.484 -4.246 1.653
8 C 2.662 -3.282 0.746
9 C 2.199 -1.972 1.418
10 C 3.303 -1.378 2.161
11 N 4.166 -0.964 2.794
12 H 3.177 -4.198 2.698
13 H 4.516 -3.896 1.613
14 H 3.444 -5.288 1.345
15 H 1.805 -3.836 0.367
16 H 3.262 -2.905 -0.083
17 H 1.386 -2.166 2.122
18 H 1.810 -1.303 0.650
19 C 2.759 -0.455 -4.082
20 C 1.570 -0.476 -3.136
21 C 0.885 -1.838 -3.037
22 C 0.153 -2.215 -4.256
23 N -0.398 -2.491 -5.224
24 H 2.434 -0.706 -5.092
25 H 3.530 -1.184 -3.822
26 H 3.247 0.518 -4.044
27 H 0.854 0.259 -3.510
28 H 1.848 -0.122 -2.141
29 H 0.109 -1.864 -2.271
30 H 1.590 -2.653 -2.861
31 C -1.133 -3.571 -0.436
32 C -1.996 -2.996 0.712
33 C -1.515 -3.296 2.155
34 C -0.889 -4.626 2.250
35 N -0.379 -5.650 2.344
36 H -1.242 -4.650 -0.522
37 H -0.088 -3.302 -0.285
38 H -1.491 -3.130 -1.367
39 H -2.963 -3.486 0.582
40 H -2.143 -1.926 0.565
41 H -2.386 -3.239 2.809
42 H -0.809 -2.577 2.570
43 C 0.065 5.486 -2.265
44 C -0.997 6.495 -2.712
45 C -2.259 6.568 -1.850
46 C -2.927 5.284 -1.636
47 N -3.435 4.265 -1.478
48 H -0.319 4.472 -2.377
49 H 0.357 5.650 -1.225
50 H 0.989 5.619 -2.822
51 H -1.368 6.214 -3.701
52 H -0.546 7.480 -2.816
53 H -2.923 7.325 -2.271
54 H -2.012 6.971 -0.862
55 C -2.189 0.146 3.447
56 C -0.999 1.102 3.340
57 C -0.148 1.192 4.611
58 C 0.946 2.162 4.481
59 N 1.803 2.922 4.435
60 H -1.822 -0.885 3.467
61 H -2.812 0.110 2.551
62 H -2.789 0.213 4.355
63 H -1.423 2.065 3.043
64 H -0.399 0.817 2.473
65 H 0.403 0.278 4.849
66 H -0.820 1.402 5.443

## Properties
**Energy relative to the best compared isomer or geometry (same formula, charge and spin)**: 7.291 eV
**HOMO-LUMO gap**: 4.83 eV
**Calculated total energy**: -54899.0484 eV
**Lowest unoccupied orbital energy**: -8.01 eV
**E_HOMO**: -12.844 eV
**Total charge**: +1

---

3.
DFT (ωB97M-V/def2-TZVPD) results for a 2-piece molecular cluster, C20H35F3N2O8S overall.

Atoms and positions in Å:
1 C 0.005 3.478 3.355
2 C -1.010 3.316 2.742
3 C -2.253 3.118 2.020
4 C -2.129 3.077 0.466
5 C -2.232 4.543 0.012
6 N -2.192 4.715 -1.424
7 C -3.248 5.560 -1.964
8 C -3.209 2.199 -0.203
9 C -2.735 1.133 -1.206
10 C -2.372 1.699 -2.598
11 O -1.022 2.105 -2.626
12 O -0.522 1.822 -3.940
13 C -1.651 0.155 -0.678
14 C -2.203 -0.867 0.342
15 C -2.947 -0.451 1.616
16 C -4.457 -0.530 1.557
17 F -4.927 -1.681 2.073
18 F -5.036 0.482 2.251
19 F -4.960 -0.444 0.298
20 N -1.076 -0.556 -1.825
21 C -0.359 -1.831 -1.630
22 C 0.908 -1.787 -0.779
23 C 2.166 -1.321 -1.529
24 S -0.311 1.153 0.134
25 O -0.344 0.756 1.510
26 O 0.905 1.139 -0.597
27 O -0.812 2.658 0.045
28 H 0.907 3.626 3.901
29 H -2.881 3.983 2.257
30 H -2.796 2.255 2.407
31 H -3.177 4.934 0.400
32 H -1.425 5.080 0.523
33 H -1.296 5.092 -1.700
34 H -3.302 6.554 -1.498
35 H -4.219 5.081 -1.819
36 H -3.090 5.692 -3.033
37 H -3.836 1.760 0.569
38 H -3.870 2.858 -0.769
39 H -3.607 0.497 -1.389
40 H -3.028 2.541 -2.837
41 H -2.523 0.936 -3.361
42 H 0.210 1.237 -3.687
43 H -2.843 -1.524 -0.252
44 H -1.366 -1.478 0.664
45 H -2.652 0.534 1.950
46 H -2.651 -1.125 2.419
47 H -1.860 -0.753 -2.438
48 H -0.050 -2.136 -2.632
49 H -1.026 -2.623 -1.272
50 H 1.060 -2.806 -0.417
51 H 0.775 -1.173 0.112
52 H 2.526 -0.367 -1.148
53 H 2.968 -2.052 -1.416
54 H 1.973 -1.202 -2.595
55 C 7.601 -6.095 0.488
56 C 6.562 -6.294 1.569
57 O 6.255 -5.064 2.251
58 C 5.427 -4.245 1.604
59 O 4.890 -4.466 0.548
60 O 5.262 -3.149 2.344
61 C 4.394 -2.171 1.763
62 H 8.498 -5.637 0.904
63 H 7.872 -7.059 0.058
64 H 7.217 -5.458 -0.308
65 H 6.934 -6.946 2.356
66 H 5.642 -6.717 1.167
67 H 3.434 -2.613 1.503
68 H 4.849 -1.743 0.871
69 H 4.261 -1.404 2.519

## Properties
**SMILES**: C#CC[C@]1(CNC)C[C@@H](COO)[C@@](CCC(F)(F)F)(NCCC)S(=O)(=O)O1.CCOC(=O)OC
**HOMO-LUMO gap**: 9.68 eV
**Calculated total energy**: -59650.6167 eV
**Lowest unoccupied orbital energy**: 0.60 eV
**E_HOMO**: -9.084 eV

---

4.
DFT (ωB97M-V/def2-TZVPD) results for a 3-piece molecular cluster, C20H35FI2O8 overall.

Atoms and positions in Å:
1 C 4.036 4.479 -2.573
2 C 3.259 3.007 -2.738
3 O 2.696 2.688 -1.415
4 C 1.921 1.403 -1.465
5 C 0.325 1.896 -1.361
6 C 0.067 2.972 -0.137
7 F -1.217 2.690 0.608
8 O 2.028 0.735 -2.786
9 C 1.924 -0.727 -2.669
10 O 0.760 -1.387 -2.422
11 C 3.289 -1.620 -2.910
12 C 3.160 -2.676 -4.199
13 C 4.712 -2.955 -4.708
14 O 4.788 -3.278 -6.172
15 C 2.220 0.413 -0.186
16 I 0.612 -0.446 1.102
17 C 3.615 -0.031 0.214
18 C 3.834 -1.035 1.523
19 I 5.420 0.580 -0.859
20 H 3.389 5.277 -2.013
21 H 4.343 4.820 -3.675
22 H 5.056 4.218 -2.021
23 H 2.452 3.185 -3.581
24 H 4.124 2.260 -3.081
25 H 0.147 2.512 -2.368
26 H -0.431 1.004 -1.393
27 H 0.924 2.761 0.664
28 H 0.050 4.082 -0.516
29 H 3.594 -2.198 -1.918
30 H 4.133 -0.848 -3.249
31 H 2.760 -3.734 -3.820
32 H 2.528 -2.240 -5.084
33 H 5.417 -2.001 -4.582
34 H 5.219 -3.794 -4.040
35 H 5.659 -2.852 -6.494
36 H 3.580 -0.376 2.472
37 H 4.998 -1.266 1.606
38 H 3.225 -2.032 1.454
39 C -3.986 0.769 -0.113
40 C -5.117 1.609 -0.672
41 O -6.395 1.097 -0.248
42 C -6.994 1.407 0.925
43 C -6.192 2.093 1.989
44 O -8.155 1.063 1.138
45 H -3.967 0.794 0.980
46 H -3.021 1.126 -0.483
47 H -4.109 -0.280 -0.402
48 H -5.017 2.670 -0.426
49 H -5.106 1.543 -1.765
50 H -5.771 1.340 2.663
51 H -6.857 2.751 2.555
52 H -5.395 2.725 1.604
53 C -3.347 -1.183 4.606
54 C -2.393 -1.934 3.698
55 O -1.147 -2.200 4.369
56 C -0.922 -3.263 5.175
57 C -2.089 -4.077 5.644
58 O 0.215 -3.508 5.575
59 H -3.606 -1.769 5.492
60 H -4.269 -0.933 4.074
61 H -2.884 -0.257 4.964
62 H -2.829 -2.855 3.297
63 H -2.151 -1.306 2.834
64 H -2.423 -3.699 6.615
65 H -1.765 -5.117 5.755
66 H -2.926 -4.092 4.949

## Properties
**SMILES**: CCO[C@@](CCF)(OC(=O)CCCO)/C(I)=C(/C)I.CCOC(C)=O.CCOC(C)=O
**HOMO-LUMO gap**: 8.35 eV
**Calculated total energy**: -56597.1700 eV
**Lowest unoccupied orbital energy**: -0.71 eV
**E_HOMO**: -9.063 eV

---

Question: Which of these has the highest calculated total energy?
Answer: C20H35ClMgN5O4